No. 1
ORCA calculation (ωB97M-V/def2-TZVPD) on the ion C2H4IO3P with charge -2 at a distorted geometry.

ORCA input file:
```
! RIJCOSX wB97M-V def2-TZVPD def2/J DEFGRID3
* xyz -2 1
C 0.793 1.044 -0.227
C -0.233 0.383 0.442
I -2.204 1.577 0.193
P -0.407 -1.563 -0.099
O 1.022 -2.044 0.385
O -1.538 -2.136 0.753
O -0.596 -1.514 -1.626
H 0.548 1.235 -1.324
H 0.904 2.093 0.013
H 1.668 0.538 -0.011
H 0.042 0.387 1.500
*
```

## Properties
Structure (SMILES)   C[C@@H](I)P(=O)([O-])[O-]
E_HOMO   0.3536 eV
HOMO-LUMO gap   4.6760 eV
LUMO level   5.03 eV
Energy relative to the best compared isomer or geometry (same formula, charge and spin)   2.944 eV
E_tot   -943.41988 a.u.
F_max   0.115 hartree/bohr

natural (NBO) population analysis, charges in e, atoms 1 to 8: atom 1 (C): -0.69, atom 2 (C): -0.48, atom 3 (I): -0.23, atom 4 (P): 2.35, atom 5 (O): -1.25, atom 6 (O): -1.24, atom 7 (O): -1.24, atom 8 (H): 0.20

***

No. 2
ORCA calculation (ωB97M-V/def2-TZVPD) on a structure of composition C12H14IrN3O8P2S6.

ORCA input file:
```
! RIJCOSX wB97M-V def2-TZVPD def2/J DEFGRID3
* xyz -2 5
Ir -1.795 0.856 0.855
S -4.235 4.961 0.825
C -3.433 3.499 0.837
S -2.375 2.984 2.092
S -3.573 2.301 -0.390
O -4.973 -0.685 3.314
P -3.459 -1.220 3.211
O -3.078 -1.916 4.459
O -2.589 -0.075 2.734
O -3.559 -2.323 2.037
P -3.821 -2.481 0.432
O -4.884 -1.296 0.134
O -2.489 -1.817 -0.272
O -2.652 -0.398 -0.605
H -5.170 -0.120 2.556
H -4.342 -0.542 -0.223
C -0.391 -1.727 4.936
N 0.067 -1.012 3.757
C 0.552 0.342 3.946
C -0.285 -1.428 2.539
O -0.108 -0.777 1.508
H 0.407 -1.746 5.681
H -0.676 -2.742 4.669
H -1.281 -1.249 5.350
H 1.493 0.332 4.501
H -0.190 0.920 4.504
H 0.707 0.812 2.977
H -0.783 -2.405 2.527
S 4.019 -2.094 -1.908
C 2.963 -0.798 -1.739
S 1.952 -0.591 -0.365
C 1.238 0.865 -1.041
N 1.716 1.140 -2.215
N 2.682 0.210 -2.590
C 3.248 0.442 -3.881
C 4.580 0.171 -4.157
C 5.080 0.432 -5.427
C 4.266 0.966 -6.415
C 2.937 1.247 -6.122
C 2.426 0.990 -4.861
S 0.122 1.939 -0.254
H 5.214 -0.242 -3.386
H 6.122 0.217 -5.636
H 4.661 1.162 -7.404
H 2.290 1.674 -6.879
H 1.400 1.219 -4.612
*
```

## Properties
E_HOMO (alpha / beta)   -1.2838 / -2.5275 eV
HOMO-LUMO gap (alpha / beta)   5.2735 / 6.4559 eV
LUMO level (alpha / beta)   3.99 / 3.93 eV
E_tot   -4408.21870 a.u.
F_max   0.013 hartree/bohr

natural (NBO) population analysis, charges in e, atoms 1 to 8: atom 1 (Ir): 1.25, atom 2 (S): -0.25, atom 3 (C): -0.53, atom 4 (S): -0.14, atom 5 (S): -0.12, atom 6 (O): -1.00, atom 7 (P): 2.58, atom 8 (O): -1.17

***

No. 3
ORCA calculation (ωB97M-V/def2-TZVPD) on a structure of composition C4H7ClFN at a distorted geometry.

ORCA input file:
```
! RIJCOSX wB97M-V def2-TZVPD def2/J DEFGRID3
* xyz 0 1
C 0.488 0.545 -0.140
C -0.661 -0.048 -0.911
C -1.227 -0.439 0.508
C -0.060 0.252 1.246
H 2.357 0.703 -1.244
H 1.720 -1.116 -0.693
H 0.534 1.722 -0.169
H -1.296 0.690 -1.684
H -0.302 -1.010 -1.441
H -2.319 -0.295 0.606
H -0.584 1.217 1.408
N 1.857 -0.012 -0.293
F 0.579 -0.098 2.233
Cl -1.086 -2.112 0.573
*
```

## Properties
E_HOMO   -9.7248 eV
HOMO-LUMO gap   10.3750 eV
LUMO level   0.65 eV
Energy relative to the best compared isomer or geometry (same formula, charge and spin)   3.596 eV
E_tot   -771.26622 a.u.
F_max   0.194 hartree/bohr

natural (NBO) population analysis, charges in e, atoms 1 to 8: atom 1 (C): -0.09, atom 2 (C): -0.44, atom 3 (C): -0.29, atom 4 (C): 0.21, atom 5 (H): 0.35, atom 6 (H): 0.36, atom 7 (H): 0.20, atom 8 (H): 0.23